{
  "formula": "C11H25N5O4P",
  "method": "the ωB97M-V functional and the def2-TZVPD basis",
  "symbols": ["C", "C", "N", "N", "C", "N", "C", "C", "C", "C", "O", "C", "C", "O", "N", "C", "O", "C", "P", "N", "O", "H", "H", "H", "H", "H", "H", "H", "H", "H", "H", "H", "H", "H", "H", "H", "H", "H", "H", "H", "H", "H", "H", "H", "H", "H"],
  "positions_angstrom": [[-1.611, 2.986, 0.876], [-0.998, 1.591, 0.926], [-1.318, 0.815, -0.293], [-1.921, -0.449, 0.029], [-0.992, -1.350, 0.494], [0.275, -1.040, 0.539], [1.390, -1.888, 0.986], [2.649, -1.529, 0.179], [3.703, -0.742, 0.957], [3.199, 0.568, 1.582], [3.858, 1.721, 1.045], [3.355, 2.141, -0.132], [4.058, 3.347, -0.667], [2.429, 1.578, -0.666], [-1.513, -2.558, 0.847], [-2.342, -3.157, -0.238], [-3.281, -2.217, -0.651], [-2.659, -1.056, -1.126], [-3.921, 0.143, -1.839], [-4.277, -0.710, -3.287], [-5.172, -0.303, -0.885], [-1.136, 3.613, 0.121], [-1.504, 3.460, 1.854], [-2.685, 2.914, 0.677], [0.089, 1.682, 1.030], [-1.370, 1.065, 1.811], [-2.018, 1.335, -0.811], [0.512, -0.101, 0.222], [1.564, -1.702, 2.049], [1.121, -2.932, 0.826], [2.337, -0.938, -0.686], [3.096, -2.444, -0.217], [4.498, -0.496, 0.246], [4.162, -1.355, 1.737], [2.126, 0.712, 1.437], [3.390, 0.592, 2.655], [4.493, 3.097, -1.637], [4.850, 3.681, 0.000], [3.333, 4.148, -0.814], [-0.838, -3.208, 1.229], [-2.852, -4.035, 0.152], [-1.689, -3.439, -1.075], [-1.939, -1.326, -1.918], [-5.097, -1.293, -3.138], [-3.537, -1.340, -3.578], [-5.817, 0.421, -0.850]],
  "forces_ev_per_angstrom": [[-0.0755, -0.1800, 0.1676], [-0.1524, 0.2452, 0.2281], [0.2429, 0.0227, -0.0306], [0.6168, 0.1739, -0.2440], [-0.5206, -0.0555, -0.0989], [0.1148, 0.0891, 0.4758], [0.0968, 0.2804, -0.0760], [-0.0004, -0.0614, -0.1010], [-0.0107, 0.1409, -0.1278], [-0.0187, -0.1461, 0.2685], [-0.0626, 0.0483, -0.1094], [0.0550, -0.0508, 0.1753], [0.2075, 0.0674, -0.0151], [-0.1827, 0.0081, -0.1417], [0.4962, -0.2704, -0.4009], [-0.0671, 0.0909, 0.2412], [0.0357, -0.1001, -0.1272], [-0.3804, -0.1459, 0.4790], [-0.0670, -0.0844, -0.3117], [0.0202, -0.2392, 0.4303], [-0.1693, 0.3348, -0.1850], [-0.0701, -0.0368, 0.0146], [0.0921, 0.0604, -0.1473], [0.0817, 0.0636, -0.0493], [-0.0696, -0.0136, -0.0429], [-0.0399, -0.0490, -0.1157], [-0.0184, -0.1252, -0.1269], [-0.0469, -0.0837, -0.1673], [-0.1153, -0.2282, 0.0048], [0.0004, 0.0417, 0.1114], [0.0798, -0.0571, -0.0021], [-0.0211, 0.0675, 0.0906], [0.0340, 0.0101, 0.1777], [-0.0880, -0.0632, -0.1021], [0.0372, -0.1215, 0.0696], [0.1274, 0.1074, -0.1345], [-0.1066, 0.0297, 0.0395], [-0.0973, -0.0312, -0.0091], [0.0256, -0.0677, -0.0314], [-0.0220, 0.0050, -0.0250], [-0.0690, 0.1293, 0.0072], [-0.0413, -0.0497, 0.0198], [0.0560, 0.2398, 0.0086], [-0.0614, 0.0518, -0.0521], [0.0474, 0.1515, -0.2367], [0.1068, -0.1989, 0.2020]],
  "mulliken_charge": [-1.4467, 0.2553, -0.4524, 0.1832, 0.3846, 0.0154, -0.6818, -0.8112, -0.9081, 0.4081, -0.4026, 0.7789, -1.0932, -0.5254, -0.3164, -0.5007, -0.3983, -0.2233, 0.2120, -0.6597, -0.5136, 0.3572, 0.4155, 0.3813, -0.2023, 0.2935, 0.3850, 0.2302, 0.3364, 0.5462, 0.4599, 0.3600, 0.4005, 0.3310, -0.4271, 0.4071, 0.3054, 0.3262, 0.2949, 0.3357, 0.3521, 0.3665, 0.4788, 0.3061, 0.3150, 0.3411],
  "smiles": "CCNN1C(NCCCCOC(C)=O)=[NH+]CO[C@H]1P(N)O",
  "mol_weight_g_mol": 322.33,
  "e_tot_ev": -36735.6755,
  "e_homo_ha": -0.43730,
  "homo_lumo_gap_ev": 9.32,
  "largest_force_ev_per_a": 0.69,
  "e_above_lowest_kcal_mol": 51.79,
  "total_charge": 1
}

---

{
  "formula": "C2H3N3S",
  "method": "the ωB97M-V functional and the def2-TZVPD basis",
  "symbols": ["S", "C", "C", "N", "N", "N", "H", "H", "H"],
  "positions_angstrom": [[-1.195, -1.408, -0.720], [-0.108, -0.214, -0.039], [0.875, -0.248, 0.918], [1.407, 1.008, 1.044], [0.812, 1.805, 0.224], [-0.112, 1.088, -0.433], [-0.758, -2.439, 0.020], [1.201, -1.078, 1.515], [-0.688, 1.521, -1.135]],
  "forces_ev_per_angstrom": [[-0.0297, 0.0350, -0.0350], [0.2438, 0.3493, 0.1952], [-0.0963, 0.3089, -0.1250], [-0.2416, -0.2891, -0.1563], [0.0232, -0.0844, 0.1017], [-0.1231, -0.5205, -0.0762], [0.0449, 0.1722, -0.0090], [0.1147, -0.0435, 0.0606], [0.0640, 0.0722, 0.0440]],
  "mulliken_charge": [-0.2364, 0.4056, -0.3264, -0.2516, -0.5112, 0.1797, 0.1423, 0.3961, 0.2019],
  "smiles": "Sc1cnn[nH]1",
  "mol_weight_g_mol": 101.13,
  "e_tot_ev": -17426.9345,
  "e_homo_ha": -0.33358,
  "homo_lumo_gap_ev": 9.61,
  "largest_force_ev_per_a": 0.54,
  "e_above_lowest_kcal_mol": 19.88
}

---

{
  "formula": "C3H4NS",
  "method": "the ωB97M-V functional and the def2-TZVPD basis",
  "symbols": ["C", "C", "C", "N", "S", "H", "H", "H", "H"],
  "positions_angstrom": [[1.210, 0.696, 0.428], [-0.129, -0.537, 2.296], [-0.749, -0.392, -0.475], [0.448, 0.387, -0.516], [-1.242, -0.989, 1.261], [2.106, 1.287, 0.408], [-1.603, 0.182, -0.844], [-0.640, -1.310, -1.059], [0.599, 0.675, -1.497]],
  "forces_ev_per_angstrom": [[-1.3391, -1.3897, 2.8243], [2.1118, 1.4217, -0.3750], [-1.1951, -0.8344, 0.0786], [0.2050, 0.3394, -0.9183], [-0.3935, 0.0447, -1.4149], [0.2663, 0.2208, -0.4577], [0.1099, -0.0324, 0.0190], [0.0213, 0.1314, -0.0088], [0.2133, 0.0985, 0.2529]],
  "mulliken_charge": [-0.1532, 0.1028, -0.4818, -0.1220, 0.1714, 0.3542, 0.3919, 0.3954, 0.3413],
  "mol_weight_g_mol": 86.14,
  "e_tot_ev": -15487.5810,
  "e_homo_ha": [-0.53739, -0.53730],
  "homo_lumo_gap_ev": [8.27, 8.27],
  "largest_force_ev_per_a": 3.42,
  "e_above_lowest_kcal_mol": 118.87,
  "total_charge": 1
}